Record 1
9
Properties=species:S:1:pos:R:3 method="wB97M-V/def2-TZVPD" de_lowest_kj_mol=290.1 lumo_ha="-0.096 / -0.098" homo_lumo_gap_ev="5.94 / 5.77" fmax_ha_per_bohr=0.0733
C 0.917 0.978 1.315
P 0.497 -0.719 -1.767
P 0.156 -0.332 0.588
Cl -0.650 0.621 -2.477
Cl -0.689 -2.380 -1.754
Cl -2.738 0.876 -0.511
Cl 0.564 -1.958 1.503
H 1.614 0.974 2.110
H 0.329 1.940 0.994

---

Record 2
7
Properties=species:S:1:pos:R:3 method="wB97M-V/def2-TZVPD" de_lowest_kj_mol=710.1 lumo_ha="-0.047 / -0.047" homo_lumo_gap_ev="8.75 / 8.52" fmax_ha_per_bohr=0.0430
C 1.093 1.613 0.105
O 1.518 0.568 0.194
O -1.588 -1.271 -0.024
F 1.585 -0.596 -1.128
Cl -2.094 -0.482 1.337
H -1.314 -2.137 0.193
H 0.800 2.304 -0.678

---

Record 3
7
Properties=species:S:1:pos:R:3 method="wB97M-V/def2-TZVPD" de_lowest_kj_mol=696.0 lumo_ha="-0.047 / -0.047" homo_lumo_gap_ev="8.55 / 8.55" fmax_ha_per_bohr=0.0543
C 1.202 0.827 0.062
O 1.961 0.042 0.367
O -1.640 -0.042 0.732
F 2.287 -1.264 -0.811
Cl -2.776 0.262 -0.465
H -1.611 -0.970 0.986
H 0.577 1.145 -0.872

---

Record 4
6
Properties=species:S:1:pos:R:3 method="wB97M-V/def2-TZVPD" de_lowest_kj_mol=64.5 lumo_ha=0.011 homo_lumo_gap_ev=10.12 smiles=F[C@@H](S)Cl fmax_ha_per_bohr=0.0976
C -0.757 -0.947 0.726
F -0.081 -1.928 1.276
S -0.292 -0.936 -1.322
Cl -2.398 -0.900 1.236
H -0.095 -0.046 1.045
H 0.710 -0.040 -1.118

---

Record 5
8
Properties=species:S:1:pos:R:3 method="wB97M-V/def2-TZVPD" de_lowest_kj_mol=345.9 lumo_ha="-0.054 / -0.131" homo_lumo_gap_ev="8.52 / 4.10" fmax_ha_per_bohr=0.0447
C 0.275 0.205 -0.120
Si -1.506 -0.145 0.574
Cl 0.403 1.089 -1.678
I -2.198 -2.471 0.127
I 4.351 -0.491 0.356
I -3.258 1.610 0.493
H 1.016 -0.666 -0.291
H 0.917 0.870 0.539

---

Record 6
8
Properties=species:S:1:pos:R:3 method="wB97M-V/def2-TZVPD" de_lowest_kj_mol=381.6 charge=-1 lumo_ha="0.133 / 0.132" homo_lumo_gap_ev="6.88 / 7.92" fmax_ha_per_bohr=0.0521
C -0.525 0.493 0.625
N 0.663 0.389 0.005
N 1.022 -0.700 -0.651
O 0.291 -1.723 -0.674
O 2.145 -0.661 -1.173
Cl -0.673 1.875 1.619
H -0.944 -0.338 1.239
H -1.978 0.664 -0.990

---

Record 7
8
Properties=species:S:1:pos:R:3 method="wB97M-V/def2-TZVPD" de_lowest_kj_mol=28.9 s_squared=2.011 lumo_ha="0.011 / -0.097" homo_lumo_gap_ev="6.46 / 7.34" multiplicity=3 fmax_ha_per_bohr=0.1773
C 1.313 -0.307 0.321
N 0.366 0.235 -0.664
N -0.598 1.187 -0.576
O 1.188 -0.038 1.499
P -1.968 1.181 0.108
Cl -2.266 -0.602 0.728
H 1.820 -1.243 0.074
H 0.145 -0.413 -1.491

---

Record 8
6
Properties=species:S:1:pos:R:3 method="wB97M-V/def2-TZVPD" de_lowest_kj_mol=416.5 lumo_ha=0.022 homo_lumo_gap_ev=10.13 smiles="C1=NO1.Cl" fmax_ha_per_bohr=0.0953
C 1.919 0.680 0.267
N 1.815 0.097 -0.814
O 3.069 0.163 0.070
Cl -2.361 0.343 -0.060
H -2.696 1.133 0.914
H 1.439 1.169 1.098

---

Record 9
7
Properties=species:S:1:pos:R:3 method="wB97M-V/def2-TZVPD" de_lowest_kj_mol=488.6 lumo_ha="-0.013 / -0.048" homo_lumo_gap_ev="9.68 / 7.38" fmax_ha_per_bohr=0.0593
C 0.121 0.435 -0.116
N -2.469 -0.001 0.068
O -2.866 1.068 -0.097
O -3.005 -1.058 0.119
Cl -0.283 2.056 0.025
H -0.028 -0.144 0.796
H 0.695 0.146 -1.029

---

Record 10
7
Properties=species:S:1:pos:R:3 method="wB97M-V/def2-TZVPD" de_lowest_kj_mol=499.0 lumo_ha="-0.035 / -0.047" homo_lumo_gap_ev="9.46 / 8.34" fmax_ha_per_bohr=0.1044
C 0.738 -0.211 -0.131
N 2.153 -2.591 -2.348
O 1.548 -0.153 -1.265
O 1.488 -1.847 -1.792
Cl 1.424 0.536 1.269
H -0.217 0.364 -0.183
H 0.583 -1.379 0.017

---

Record 11
9
Properties=species:S:1:pos:R:3 method="wB97M-V/def2-TZVPD" de_lowest_kj_mol=108.8 lumo_ha=-0.006 homo_lumo_gap_ev=9.44 fmax_ha_per_bohr=0.1304
C -0.927 -1.657 -0.404
N -1.219 -1.406 -1.560
O 2.163 0.366 0.865
O 0.911 0.008 -1.181
S -0.291 -2.280 0.924
S 0.862 0.188 0.261
Cl 0.404 2.802 0.991
H -1.935 -1.085 -2.071
H 0.031 3.066 2.176

---

Record 12
9
Properties=species:S:1:pos:R:3 method="wB97M-V/def2-TZVPD" de_lowest_kj_mol=0.0 s_squared=2.008 lumo_ha="0.006 / -0.137" homo_lumo_gap_ev="8.55 / 6.69" multiplicity=3 fmax_ha_per_bohr=0.0623
C 1.627 -0.223 -0.043
N 0.575 -0.927 0.173
O -2.668 -0.454 0.316
O -1.467 1.675 0.729
S 3.166 -0.736 0.329
S -1.574 0.428 0.036
Cl 1.347 1.293 -0.834
H 0.655 -1.794 0.680
H -1.662 0.739 -1.385